No. 1
4 unconnected molecules or ions with the total composition C7H23N7O7S in a non-equilibrium geometry. Source: the Open Molecules 2025 dataset; level of theory: ωB97M-V/def2-TZVPD.

Output
energy = -1588.602803 hartree
M = 349.37 Da
HOMO-LUMO gap = 0.3478 Ha
HOMO energy = -9.30 eV

Structure (XYZ):
```
45
Properties=species:S:1:pos:R:3:forces:R:3
N 4.6408 2.7091 2.9686 -1.9606 3.4523 0.5399
O 5.5405 1.7145 2.8716 2.0544 -2.4163 0.7361
S 4.8080 0.1790 2.7644 2.2645 -4.6161 -0.1247
O 5.9784 -0.8738 2.7161 -3.8138 4.4670 0.3967
O 3.9709 -0.2313 4.2257 0.2171 0.1907 -1.5629
C 2.7509 -1.0241 3.8596 -1.3567 -0.3923 -0.4796
C 1.6806 -0.1202 2.9548 -0.1577 -0.7131 1.0448
C 1.3745 1.2300 3.8384 0.0986 -0.1972 -0.4875
C 0.3323 2.2895 3.1354 0.4090 0.0994 0.5913
O 0.2940 3.4839 4.0316 1.3583 -0.8166 -0.0654
H 4.7521 3.4245 2.2024 0.1915 -1.4505 0.7110
H 4.8323 3.2425 3.8502 -0.1337 -0.8794 -0.9284
H 3.0324 -2.0512 3.3280 -0.3267 2.3181 1.0194
H 2.2250 -1.3222 4.8890 1.3664 0.9199 -2.2075
H 2.0599 0.0883 1.8658 -0.5757 -0.2741 2.2231
H 0.6976 -0.7819 2.8537 2.0430 1.5987 0.2659
H 2.3814 1.8287 4.0218 -1.9984 -1.3108 -0.5326
H 1.0237 0.8523 4.9102 0.3719 1.0115 -2.3250
H 0.6902 2.6477 2.0630 -0.4522 -0.9651 2.1395
H -0.7670 1.9026 3.0272 2.3737 0.6543 0.4157
H 1.1810 3.5936 4.5056 -1.8062 -0.5052 -1.2549
C -1.7252 -0.2201 0.9470 -0.2514 0.5347 0.0051
O -1.3907 0.0364 2.0928 0.0813 -0.1696 0.4807
N -1.5040 -1.4177 0.3756 0.4835 -1.4961 -0.1280
N -2.3452 0.6717 0.1534 -0.3825 0.8179 -0.0661
H -1.7721 -1.6477 -0.5664 0.0762 0.0774 0.0880
H -1.0397 -2.1180 0.9389 -0.2103 0.2722 -0.2689
H -2.5308 1.5859 0.5450 0.0543 -0.3660 -0.2319
H -2.6283 0.4790 -0.7926 -0.0139 0.2429 -0.1354
C -3.5866 1.1461 -3.8005 0.1227 -0.1308 0.2180
O -3.2520 1.4027 -2.6547 0.0488 0.0326 0.3443
N -3.3653 -0.0514 -4.3719 0.3685 -1.1128 -0.0715
N -4.2065 2.0380 -4.5942 -0.6146 1.3376 -0.4005
H -3.6335 -0.2815 -5.3139 -0.0272 0.0802 0.2242
H -2.9010 -0.7518 -3.8087 0.0617 -0.0616 -0.2812
H -4.3921 2.9521 -4.2025 0.0548 -0.3457 -0.1927
H -4.4896 1.8453 -5.5401 0.0645 0.0233 0.2153
C -1.2100 -3.2454 -4.6410 -0.0447 0.1154 0.3372
O -1.4943 -2.5114 -3.7077 -0.2078 0.2431 0.2832
N -0.8889 -4.5412 -4.4755 0.2267 -1.1371 0.6503
N -1.1925 -2.8241 -5.9184 -0.1951 0.8880 -1.1436
H -0.6520 -5.1613 -5.2316 -0.0356 0.1346 0.1499
H -0.8901 -4.8988 -3.5292 0.0190 0.1004 -0.3806
H -1.4283 -1.8548 -6.0869 0.1880 -0.3699 0.0297
H -0.9610 -3.4134 -6.7002 -0.0335 0.1138 0.1594
```
Positions in Å, forces in eV/Å.

No. 2
4 unconnected molecules or ions with the total composition C7H23NO4 in a non-equilibrium geometry. Source: the Open Molecules 2025 dataset; level of theory: ωB97M-V/def2-TZVPD.

Output
SMILES string = COC[C@H](C)N.CO.CO.CO
energy = -636.090361 hartree
M = 185.26 Da
ΔE to the lowest compared entry with this formula, charge and spin = 3.2673 eV
HOMO-LUMO gap = 0.3636 Ha
HOMO energy = -9.39 eV

Structure (XYZ):
```
35
Properties=species:S:1:pos:R:3:forces:R:3
C 0.7557 3.5803 -2.7629 -1.6718 -0.4228 0.8508
O 0.4237 2.8564 -3.9375 0.5654 0.6084 -0.1057
C -0.9522 2.5179 -4.1044 0.9085 -0.4434 -0.3562
C -1.0400 1.7220 -5.4368 0.1388 -0.4138 0.4088
C -2.4264 1.1393 -5.5799 -1.0222 -0.1616 -0.1952
N -0.1005 0.5922 -5.4306 0.9225 0.0098 0.5727
H -0.0270 4.2980 -2.5172 0.1085 0.8705 -0.6077
H 1.7468 4.0324 -2.7271 -0.1461 -0.2191 -0.6472
H 0.6127 2.9690 -1.8718 0.5881 -0.7587 0.1236
H -1.2712 1.9426 -3.2353 -0.1803 -0.3979 0.0178
H -1.5925 3.3982 -4.1592 0.0343 0.2678 -0.0976
H -0.7756 2.4293 -6.2229 -0.2479 0.1414 -0.1695
H -2.7012 0.6592 -6.5191 0.6051 0.4209 -0.5446
H -3.1975 1.8902 -5.4076 -0.1304 0.0256 0.1859
H -2.5666 0.2828 -4.9206 0.1605 0.3504 0.6181
H 0.4413 0.4784 -6.2753 -0.6524 0.0701 -0.7572
H 0.6714 0.8493 -4.8321 0.0199 0.0531 0.7044
C 0.9657 -6.9940 4.6592 0.8060 0.4459 -1.0360
O 0.0527 -7.3638 3.6306 -0.2588 0.0398 0.3119
H 1.9024 -6.7014 4.1846 0.2951 -0.0042 -0.0880
H 0.6229 -6.0703 5.1253 -0.0576 -0.4421 0.7952
H 1.2290 -7.8434 5.2895 -0.5868 0.2175 0.3447
H -0.5340 -6.6072 3.5603 -0.1969 -0.2549 -0.3270
C -2.1955 1.8658 5.6996 0.5624 2.3968 -0.3749
O -3.1756 0.9994 6.1298 -0.3061 -1.6385 0.0272
H -2.6648 2.8293 5.5008 0.1061 0.4132 -0.0813
H -1.3740 2.0820 6.3827 -0.0422 -0.3514 0.5792
H -1.6848 1.6471 4.7618 -0.5304 -0.9792 -0.0813
H -3.7288 1.4023 6.8031 0.2121 0.1583 -0.0699
C 4.0924 -0.7136 2.2676 -0.5039 1.6931 -1.7218
O 3.2969 -1.3972 3.1579 -0.1227 -1.2629 1.4701
H 5.0633 -0.3631 2.6177 -0.1197 -0.5878 0.5677
H 4.2090 -1.2192 1.3090 0.3191 -0.3850 -0.0104
H 3.5302 0.1880 2.0243 0.3322 0.5689 -0.3330
H 2.3924 -1.3782 2.8367 0.0917 -0.0282 0.0262
```
Positions in Å, forces in eV/Å.

No. 3
A molecular structure, C7H24AsB11Br6Si2Sn in a non-equilibrium geometry. Source: the Open Molecules 2025 dataset; level of theory: ωB97M-V/def2-TZVPD.

Output
net charge = +2
energy = -19027.480848 hartree
M = 956.43 Da
HOMO-LUMO gap (spin up / spin down) = 0.1623 / 0.1424 Ha
HOMO energy (spin up / spin down) = -14.25 / -14.25 eV

Structure (XYZ):
```
52
Properties=species:S:1:pos:R:3:forces:R:3
Sn 0.0910 -1.2070 -1.6185 -0.6080 -0.9625 0.5607
Br -2.2434 -0.6910 -0.2115 0.0475 0.1658 -0.2501
B -2.0321 -2.0992 1.1906 0.0932 -0.3308 0.2401
B -3.1363 -2.3622 2.5367 -0.0790 0.1446 0.0093
C -2.1127 -2.9558 3.7567 0.0891 0.0119 -0.2408
B -1.5060 -1.6881 2.8134 0.0389 0.1558 0.1502
B -0.4556 -3.0148 3.3940 0.1346 0.0576 0.0374
B -1.4318 -4.4919 3.4631 0.0789 -0.0244 -0.1416
B -3.0783 -4.0887 2.9343 -0.0947 -0.0619 -0.1216
B -3.0439 -3.5615 1.2317 0.1813 -0.1370 0.0283
Br -4.4658 -3.8247 -0.0399 -0.0440 0.0048 -0.0693
B -1.9683 -4.9165 1.8150 -0.0107 0.2225 -0.0282
Br -2.2235 -6.7229 1.2258 0.0071 -0.0965 -0.1017
B -0.3180 -4.2311 2.0964 -0.0529 -0.0628 0.0243
Br 1.3042 -5.2242 1.7706 0.0485 -0.0207 0.0058
B -0.4015 -2.5064 1.7169 -0.4190 -0.1547 0.0389
Br 1.1499 -1.5467 0.9040 0.2082 0.1305 -0.2378
B -1.3256 -3.6584 0.7311 -0.0562 0.1568 0.4728
Br -0.7916 -3.9885 -1.1309 0.1907 0.3807 -0.3244
H -4.0886 -1.7252 2.8066 0.0284 0.0595 -0.0756
H -2.3882 -2.7241 4.7751 0.0272 0.0114 -0.0043
H -1.3706 -0.5921 3.2256 0.0205 0.0136 -0.0177
H 0.3689 -2.7921 4.2039 0.0124 0.0186 -0.0229
H -1.2594 -5.2566 4.3395 -0.0082 0.0037 -0.0136
H -4.0054 -4.5914 3.4556 0.0170 0.0275 -0.0010
C 3.4761 0.2252 -3.3407 -0.0622 -0.0627 0.0835
Si 2.9390 1.9276 -2.8390 0.2604 -0.2080 -0.4635
C 4.2689 2.8939 -2.0020 -0.0837 0.0537 0.3041
C 2.0664 2.8444 -4.1997 -0.1689 0.0418 0.0830
As 1.0880 1.5454 -1.2864 0.3741 0.5027 0.1961
Si -0.0107 3.6880 -0.7242 -0.4733 0.1046 0.0693
C 1.2781 5.0020 -0.7685 0.2508 -0.0747 -0.0562
C -1.2384 3.7357 -2.1149 0.0194 -0.0977 -0.0873
C -0.7394 3.3865 0.9435 0.0257 -0.1007 0.0505
H 4.2658 0.2984 -4.0938 -0.0152 0.0165 0.0184
H 2.6606 -0.3483 -3.7870 0.0235 -0.0112 -0.0383
H 3.8847 -0.3337 -2.4961 0.0206 -0.0198 -0.0187
H 5.0518 3.0629 -2.7484 -0.0245 -0.0213 -0.0118
H 4.7161 2.3490 -1.1700 0.0386 0.0099 -0.0094
H 3.9329 3.8661 -1.6444 0.0290 0.0295 -0.0107
H 2.7735 2.9608 -5.0277 0.0081 -0.0234 0.0321
H 1.7526 3.8415 -3.8892 0.0038 0.0200 -0.0376
H 1.1985 2.3078 -4.5858 0.0011 0.0043 -0.0583
H 1.7412 5.1103 -1.7490 0.0037 0.0449 -0.0079
H 2.0556 4.8371 -0.0216 0.0103 0.0545 0.0110
H 0.7854 5.9500 -0.5283 -0.0180 -0.0240 0.0077
H -0.7563 3.7587 -3.0927 -0.0308 0.0321 -0.0371
H -1.8403 4.6460 -2.0232 0.0396 -0.0174 0.0351
H -1.9209 2.8855 -2.0778 -0.0565 0.0236 -0.0162
H 0.0333 3.2365 1.6988 -0.0236 0.0083 0.0379
H -1.4043 2.5216 0.9431 -0.0230 0.0105 0.0267
H -1.3253 4.2624 1.2388 0.0203 -0.0106 -0.0194
```
Positions in Å, forces in eV/Å.

No. 4
A molecular structure, C7H24BrCoN7O5 in a non-equilibrium geometry. Source: the Open Molecules 2025 dataset; level of theory: ωB97M-V/def2-TZVPD.

Output
⟨S²⟩ = 3.757
energy = -4997.530984 hartree
M = 425.15 Da
HOMO-LUMO gap (spin up / spin down) = 0.2664 / 0.2650 Ha
HOMO energy (spin up / spin down) = -7.06 / -7.02 eV
multiplicity = 4

Structure (XYZ):
```
45
Properties=species:S:1:pos:R:3:forces:R:3
Co -0.9148 -0.6488 -0.6871 -1.0290 0.2718 -0.2975
Br -2.8233 0.2055 0.9520 0.2364 -0.0773 -0.0441
O -1.9802 -0.7174 -2.3266 0.6203 0.2908 0.2426
H -2.5680 -1.1937 -2.8979 -0.2378 -0.0887 -0.3000
C 1.5029 2.1650 0.1518 0.5693 1.5281 0.5931
C 0.0140 2.3001 -0.1329 0.3520 -1.5688 1.2749
C -0.4091 3.7263 -0.3411 0.2511 0.0731 -1.0797
O -0.1025 4.4964 0.7899 -0.2559 0.1284 0.1678
C -0.6495 5.7926 0.6828 0.2097 0.2001 -0.4350
N -0.4150 1.3848 -1.2073 0.4257 1.5977 -0.7117
H 1.9492 1.1826 0.2664 -0.6136 -0.3457 -0.0926
H 1.6113 2.6956 1.1065 0.3560 -0.2267 -0.0143
H 2.1528 2.7348 -0.5262 -0.2704 -0.0967 -0.3049
H -0.4572 1.9494 0.7956 -0.3147 0.0505 -0.3028
H -1.4692 3.7851 -0.6209 -0.1956 -0.1441 0.4705
H 0.1028 4.0910 -1.2520 0.2393 0.3012 0.1850
H -0.5048 6.3616 1.5969 0.0471 -0.3050 0.2278
H -1.7129 5.7539 0.4381 -0.1191 -0.0255 0.0959
H -0.1417 6.3446 -0.1150 -0.0221 0.0563 -0.1249
H 0.3444 1.4016 -1.8931 -0.0485 -0.4361 0.0760
H -1.1318 1.9104 -1.7167 -0.4945 -0.9186 0.1256
C 2.0481 -1.9032 -1.5677 -2.1320 0.8269 -0.2138
O 1.0048 -1.2440 -1.5146 0.7488 -0.2961 -0.2824
N 3.1344 -1.5377 -0.8648 1.4501 -0.8784 0.0329
N 2.1387 -3.0004 -2.3731 0.5004 0.6239 0.8002
H 3.9275 -2.1591 -0.8722 0.0407 0.2187 0.1193
H 3.1140 -0.8499 -0.1387 -0.4928 0.1768 -0.0195
H 3.0090 -3.4927 -2.4142 -0.1545 -0.3428 -0.4222
H 1.3383 -3.1970 -2.9421 0.0379 -0.1895 -0.1227
C -1.8975 -3.5461 -0.3523 -0.7115 0.8010 0.1279
O -1.0683 -2.6497 -0.1805 0.4184 -1.5752 0.6849
N -2.7450 -3.4910 -1.4082 0.5112 -0.3125 0.1330
N -2.0940 -4.5965 0.5116 0.6196 0.8104 -0.7008
H -2.6712 -2.6020 -1.9048 -0.2866 -0.0064 0.1710
H -3.5875 -4.0271 -1.3438 -0.3019 0.2047 -0.3468
H -2.8537 -5.2148 0.3273 -0.0047 -0.4012 0.2877
H -1.4797 -4.6894 1.2958 -0.1627 -0.0736 0.1458
C 0.6850 -0.8642 2.3066 -2.7325 0.8627 -1.2302
O 0.2639 -0.6819 1.1627 1.4756 -0.3985 0.3519
N 0.2039 -0.0668 3.3058 1.0839 -0.2082 0.9208
N 1.4515 -1.9017 2.7071 0.8807 -0.0701 0.9442
H 0.6628 -0.0767 4.1995 -0.1484 0.0187 0.0888
H -0.4603 0.6728 3.1589 -0.0994 -0.1390 -0.6739
H 1.7064 -1.9257 3.6760 0.0136 -0.1745 0.0971
H 1.7716 -2.6765 2.1627 -0.2596 0.2579 -0.6448
```
Positions in Å, forces in eV/Å.

No. 5
A molecular structure, C7H25BClIrNOP2 in a non-equilibrium geometry. Source: the Open Molecules 2025 dataset; level of theory: ωB97M-V/def2-TZVPD.

Output
net charge = +2
⟨S²⟩ = 8.765
energy = -1682.917578 hartree
M = 439.71 Da
HOMO-LUMO gap (spin up / spin down) = 0.2430 / 0.1103 Ha
HOMO energy (spin up / spin down) = -12.97 / -16.01 eV
multiplicity = 6

Structure (XYZ):
```
39
Properties=species:S:1:pos:R:3:forces:R:3
Ir 0.1439 -0.0019 0.8568 1.9432 -0.1800 -0.1991
H 0.7758 0.0888 -2.7053 -0.0959 0.0045 0.4415
H -0.9832 -0.0334 -1.0515 -1.0382 -0.0027 -1.6446
P 0.3081 -2.2897 0.5508 1.6584 -3.7574 -0.7955
P 0.2691 2.2885 0.6025 1.3463 4.0181 -0.5196
C 1.9185 2.8997 1.0836 -0.0204 -0.3076 -0.0974
H 1.9594 3.9933 1.0019 -0.0938 -0.1832 -0.0293
H 2.1184 2.5975 2.1196 -0.0129 0.1448 -0.2411
H 2.6763 2.4576 0.4239 -0.1213 0.1312 0.1568
C -0.0683 2.9989 -1.0551 -0.1221 -0.7395 -0.0844
H -1.1345 2.8913 -1.3145 0.4068 0.0542 0.1142
H 0.1845 4.0709 -1.0457 -0.0234 -0.2993 0.2362
H 0.5454 2.4964 -1.8185 -0.1998 0.1195 0.1393
C -0.9096 3.1031 1.7331 -0.4163 -0.7585 0.3467
H -0.7460 2.7277 2.7520 -0.1050 0.1702 -0.1860
H -0.7612 4.1906 1.7205 0.2171 -0.1658 -0.2167
H -1.9393 2.8761 1.4251 0.2374 0.0685 0.1180
C 1.0805 -2.8121 -1.0268 -0.0370 0.5413 0.1503
H 1.2044 -3.9065 -1.0354 -0.1286 0.2889 0.1496
H 0.4646 -2.5077 -1.8875 0.2130 -0.0307 0.2269
H 2.0687 -2.3350 -1.1116 -0.2938 -0.1718 -0.0346
C 1.3114 -3.0291 1.8808 0.0383 0.4350 0.1735
H 0.8348 -2.8156 2.8455 0.0959 -0.1011 -0.1562
H 1.3941 -4.1139 1.7459 -0.0915 0.1505 -0.1134
H 2.3116 -2.5803 1.8680 -0.1526 -0.1418 -0.0049
C -1.2897 -3.1758 0.6354 -0.6783 0.8364 0.1444
H -1.9218 -2.9308 -0.2301 0.1701 -0.0586 0.2690
H -1.1159 -4.2611 0.6484 0.3443 0.2585 -0.0550
H -1.8164 -2.8939 1.5584 0.0701 -0.1398 -0.2697
C -1.5642 -0.0466 1.5589 -5.2215 -0.0236 1.0661
O -2.6052 -0.0798 2.0925 0.8039 -0.0262 0.3029
H -2.0176 -0.8898 -2.0650 -0.0029 0.5044 -0.0667
H -2.0712 0.7865 -2.0355 -0.0047 -0.4739 -0.0428
H -0.5380 1.0137 -3.8729 -0.1659 -0.0524 0.2138
H -0.4341 -0.9755 -3.8690 -0.1426 0.0292 0.2179
B -0.3418 0.0283 -3.1975 0.6531 0.0042 -0.6940
N -1.4543 -0.0328 -2.0125 0.1455 -0.0534 1.1699
H 0.7756 0.0869 -0.6407 0.4925 -0.0149 -0.2485
Cl 1.3672 0.1155 2.8715 0.3329 -0.0772 0.0624
```
Positions in Å, forces in eV/Å.

No. 6
A molecular structure, C7H25BClMnO8P in a non-equilibrium geometry. Source: the Open Molecules 2025 dataset; level of theory: ωB97M-V/def2-TZVPD.

Output
net charge = +1
⟨S²⟩ = 12.007
energy = -2860.739199 hartree
M = 369.45 Da
ΔE to the lowest compared entry with this formula, charge and spin = 0.0000 eV
HOMO-LUMO gap (spin up / spin down) = 0.3457 / 0.1722 Ha
HOMO energy (spin up / spin down) = -12.24 / -12.28 eV
multiplicity = 7

Structure (XYZ):
```
44
Properties=species:S:1:pos:R:3:forces:R:3
Mn -24.0935 4.3897 -18.1751 -0.1237 0.2561 -0.0691
Cl -22.0489 2.7971 -17.8775 0.1049 0.3927 0.1734
B -23.5860 5.5641 -16.4346 -0.4360 0.3212 1.2688
H -22.5911 5.3729 -16.8059 4.5550 -1.0474 -1.8445
H -23.3908 6.1845 -15.5737 0.6338 1.8432 3.0772
H -24.1266 6.0979 -17.2009 -1.6119 2.2372 -2.7712
H -24.1053 4.6462 -16.2066 -2.0006 -3.4859 1.4486
C -20.8226 8.7833 -19.9062 1.1431 1.2429 -0.8743
O -21.4098 7.6037 -19.4092 -2.8203 -1.9573 -0.9020
P -22.5332 6.7309 -20.2413 1.7179 2.1829 -0.6916
O -23.2568 5.7769 -19.3782 0.6404 0.4057 -1.0965
O -23.5332 7.8178 -20.9446 1.9706 -1.3424 1.7352
C -24.2370 7.5091 -22.1284 0.0264 0.0773 -1.2672
O -21.6881 6.0474 -21.4407 -0.8140 0.3088 0.6633
C -20.7736 4.9376 -21.2060 -0.0034 -0.3642 0.4257
H -19.7583 8.7428 -19.6744 -0.1371 0.0322 0.4060
H -21.2639 9.7015 -19.5186 -0.1519 -0.3447 0.4709
H -20.8272 8.9253 -20.9869 -0.4399 -0.5968 -0.2323
H -23.5259 7.5263 -22.9543 -0.1011 -0.2178 -0.1190
H -24.9616 8.2984 -22.3285 0.0116 -0.0673 0.3631
H -24.7407 6.5429 -22.0973 -0.0130 -0.0217 0.1594
H -20.1027 4.7872 -22.0518 -0.2427 0.6262 -0.0971
H -21.3030 3.9925 -21.0851 -0.3823 0.1801 0.0492
H -20.1809 5.0886 -20.3038 -0.0222 0.2537 -0.0466
C -27.2656 5.6938 -17.5018 -1.5654 0.4865 0.2732
C -27.0902 5.8710 -16.0018 2.3898 -1.4577 -0.4555
O -26.0583 6.7611 -15.6351 -1.4998 0.9578 0.1129
O -26.1245 5.3328 -18.3233 -0.7177 0.4688 0.6139
H -27.7244 6.6081 -17.8781 0.2713 0.1192 -0.3614
H -28.0221 4.9143 -17.5931 -0.0758 -0.2072 -0.2229
H -26.7227 4.9039 -15.6585 -0.3771 -0.5935 0.3381
H -28.0542 6.0298 -15.5185 0.1745 0.5683 -0.1269
H -25.2915 6.5321 -16.1653 0.2600 0.0969 0.0840
H -26.3384 5.7047 -19.1821 0.2641 -0.0456 -0.1842
C -25.4014 2.2132 -19.7256 1.7698 -0.9687 -0.7265
C -26.0588 2.1532 -18.4129 -1.9440 0.8319 -0.2904
O -25.2732 2.8009 -17.4240 -0.1615 -1.1854 0.1309
O -24.9390 3.5321 -20.0243 -0.6651 0.1893 -0.1055
H -26.0159 1.7868 -20.5185 -0.1442 0.1815 0.0839
H -24.4882 1.6255 -19.6321 0.0735 -0.4816 -0.2887
H -26.3352 1.1157 -18.2249 0.2883 0.0378 0.4312
H -26.9770 2.7348 -18.4946 -0.3190 -0.0982 0.1922
H -25.2475 2.2525 -16.6364 0.2841 0.1557 0.3161
H -24.7509 3.6137 -20.9622 0.1906 0.0296 -0.0441
```
Positions in Å, forces in eV/Å.